Computed, not measured: a structure of composition C29H30AuN5O, with ωB97M-V with the def2-TZVPD basis set.

total charge	+1
electronic energy	-43740.949	eV
expectation value of S²	3.80
multiplicity	4
E_HOMO (alpha / beta)	-8.6 / -10.5	eV
energy above the lowest of the compared OMol25 structures with the same formula, charge and spin	0.00	kJ/mol
gap between HOMO and LUMO (alpha / beta)	6.26 / 5.52	eV

Positions of all 66 atoms, in Å:
Au -0.573 -0.140 -0.413
O -2.390 -1.306 0.884
N 0.759 -1.731 -0.417
N 1.642 -0.007 -2.492
N -1.799 1.457 -0.456
N -3.290 -2.180 0.532
N 0.779 1.527 0.389
C 1.058 0.761 3.551
C 2.062 -1.667 -0.791
C -3.566 -2.407 -0.768
C -5.229 -4.017 -0.167
C 4.913 1.334 1.016
C 2.557 3.163 -1.308
C 2.655 4.648 -0.953
C 3.023 -2.589 -0.270
C -3.436 2.982 -0.397
C 4.046 0.566 1.780
C 3.928 -0.500 -1.980
C -3.957 -2.854 1.493
C 0.071 2.606 0.482
C 2.588 -3.643 0.533
C 4.387 -2.383 -0.577
C 1.754 -0.127 2.516
C -3.089 1.674 -0.743
C -4.530 -3.319 -1.138
C 2.672 0.640 1.598
C -4.929 -3.772 1.164
C 2.514 -0.715 -1.747
C 4.829 -1.327 -1.410
C -2.296 3.580 0.137
C 1.200 -3.776 0.782
C 0.341 -2.840 0.321
C 2.178 1.494 0.599
C 4.408 2.173 0.042
C -1.286 2.618 0.091
C 3.039 2.256 -0.201
H 1.531 2.918 -1.589
H -2.981 -1.822 -1.462
H 2.283 5.270 -1.766
H 1.000 -0.664 1.941
H 4.226 0.308 -2.636
H 2.348 -0.883 3.033
H 5.981 1.276 1.182
H 1.774 1.419 4.043
H -5.442 -4.288 1.961
H 3.688 4.932 -0.753
H 5.084 2.766 -0.563
H -0.714 -2.872 0.541
H -2.195 4.586 0.508
H 5.113 -3.050 -0.131
H -4.721 -3.471 -2.191
H -4.409 3.427 -0.519
H 2.004 0.628 -3.185
H 0.710 -0.355 -2.651
H 2.078 4.879 -0.057
H 0.283 1.377 3.095
H 4.437 -0.086 2.552
H -3.664 -2.597 2.499
H -3.710 0.909 -1.181
H 3.299 -4.359 0.918
H 5.887 -1.195 -1.591
H 0.534 3.513 0.865
H 0.583 0.147 4.317
H -5.992 -4.732 -0.440
H 3.175 2.979 -2.194
H 0.817 -4.604 1.359

Atoms 1-2, force components in eV/Å:
Au 0.070 0.092 0.192
O 0.158 0.016 -0.105

Computed, not measured: a cluster of 5 separate species, C29H30BFN2O20S in total at a distorted geometry, with ωB97M-V with the def2-TZVPD basis set.

electronic energy	-88713.182	eV
multiplicity	1
E_HOMO	-9.4	eV
gap between HOMO and LUMO	7.32	eV

Positions of all 84 atoms, in Å:
S -2.369 4.039 -0.874
F -2.715 3.503 -2.501
O -7.225 0.792 -6.705
O -4.300 -0.036 1.836
O -4.199 -1.535 -2.583
O -5.418 2.209 -5.202
O 4.612 2.031 0.449
O 4.970 0.813 2.883
O 8.812 0.632 -1.213
O -11.569 -3.181 -4.732
O 9.132 -0.660 1.188
O 13.646 -3.568 6.447
O -2.696 -0.615 -0.083
O 11.465 -2.667 7.849
O 9.313 -0.959 4.001
O -3.643 4.801 -0.412
O -1.201 5.050 -0.962
O -8.439 -0.148 -2.898
O -5.941 -2.970 -4.145
O -12.628 -3.339 -2.205
O 11.452 -1.940 2.588
O -9.442 -0.376 -0.353
N -2.033 2.599 0.060
N 1.148 -0.496 0.550
C 11.480 -2.101 3.803
C -11.651 -2.611 -2.343
C -9.395 -0.902 -2.753
C 5.936 0.732 1.897
C -5.845 -1.773 -4.392
C 7.835 0.690 -0.236
C 8.090 -0.029 1.041
C -3.422 2.036 0.398
C 12.594 -2.944 5.803
C -6.489 0.177 -5.709
C -10.005 -1.073 -1.406
C -6.629 -1.126 -5.455
C 1.288 1.847 1.563
C -5.538 1.018 -4.933
C -9.972 -1.662 -3.873
C 5.668 1.429 0.608
C -11.059 -1.870 -1.218
C -4.914 -0.926 -3.598
C 12.602 -2.769 4.480
C 1.620 0.937 0.235
C 10.342 -1.786 5.963
C -1.265 2.891 1.331
C 6.703 1.369 -0.436
C 7.066 0.051 2.095
C 0.371 3.116 1.075
C -4.771 0.376 -3.854
C -11.024 -2.462 -3.685
C 11.453 -2.475 6.638
C 10.352 -1.609 4.641
B -3.429 0.419 0.695
H 1.481 -0.742 1.527
H -4.096 1.004 -3.286
H 6.503 1.895 -1.361
H -3.953 2.679 1.245
H 9.553 -0.958 3.048
H -6.944 1.733 -6.694
H 9.528 -1.435 6.584
H 4.249 1.358 2.498
H 1.041 1.339 -0.708
H 0.608 3.376 -0.066
H 1.675 -1.108 -0.116
H -1.748 3.831 1.886
H 9.531 0.082 -0.830
H 0.690 4.077 1.703
H -9.507 -1.542 -4.843
H 2.776 0.952 -0.044
H -12.319 -3.681 -4.342
H 13.403 -3.575 7.399
H -7.316 -1.750 -6.013
H -4.079 2.212 -0.583
H 13.423 -3.107 3.861
H 7.273 -0.463 3.025
H 2.330 2.299 1.920
H -4.475 -2.477 -2.599
H 0.812 1.261 2.458
H -1.319 2.012 2.136
H -11.514 -2.002 -0.245
H -8.696 0.129 -0.744
H -4.250 0.726 2.514
H -3.382 -1.070 -0.687

Atoms 1-2, force components in eV/Å:
S -0.497 7.171 0.453
F 0.840 0.339 3.579

Computed, not measured: a structure of composition C29H30BrCaN10O4S3 at a distorted geometry, with ωB97M-V with the def2-TZVPD basis set.

total charge	+1
electronic energy	-174638.784	eV
multiplicity	1
E_HOMO	-10.3	eV
gap between HOMO and LUMO	7.65	eV

Positions of all 78 atoms, in Å:
Br -2.562 4.026 0.381
Ca -0.653 0.782 0.768
S 0.477 -7.008 -3.531
S 2.609 4.945 0.203
S -1.628 3.436 4.719
O -4.027 -1.137 0.059
O -2.667 0.498 0.735
O 1.566 0.263 2.075
O 1.751 0.261 -0.807
N -0.827 2.307 2.553
N -1.086 -1.105 2.119
N 0.803 3.132 0.476
N 1.386 -6.489 -2.306
N 1.698 3.216 -1.688
N -0.606 -5.816 -3.551
N 0.973 -2.689 0.663
N -2.692 1.253 3.493
N -1.413 2.322 -1.468
N -0.904 -1.637 -1.106
C -2.107 3.440 -1.349
C -2.085 -3.299 -3.011
C 2.710 0.733 1.387
C 0.895 3.785 1.686
C 0.866 -5.356 -1.865
C 1.963 -3.106 1.430
C -1.153 1.907 -2.708
C -2.590 -2.047 -2.766
C -2.273 3.756 -3.698
C -1.564 2.573 -3.847
C -2.549 4.208 -2.421
C 2.745 -4.222 1.141
C 2.413 -4.974 0.037
C -3.103 -0.710 0.728
C 1.824 4.778 1.731
C 1.960 -0.381 -2.049
C 0.655 -3.379 -0.437
C 2.854 0.031 0.051
C -0.304 4.132 3.862
C 1.644 0.512 3.467
C 1.621 3.629 -0.400
C -0.956 -3.719 -2.300
C -1.928 -1.238 -1.841
C -0.295 -4.962 -2.590
C -0.033 3.416 2.740
C -0.434 -2.886 -1.289
C -1.745 2.210 3.477
C 1.335 -4.575 -0.757
C -2.370 -1.672 1.688
H 2.956 -1.045 0.228
H 1.332 2.291 -1.848
H -2.262 -0.222 -1.681
H -2.901 0.902 2.551
H -3.471 1.385 4.117
H 2.147 -2.515 2.321
H -0.591 0.985 -2.790
H 0.708 0.176 3.907
H 3.619 0.516 1.964
H 2.099 5.427 2.542
H -2.614 4.310 -4.560
H 2.827 0.054 -2.562
H -3.044 -1.851 2.530
H -3.096 5.122 -2.244
H 2.952 -5.872 -0.229
H 3.774 0.395 -0.429
H 1.066 -0.254 -2.655
H 2.645 1.816 1.247
H -0.325 -1.704 1.798
H -1.048 -1.061 3.130
H -1.343 2.178 -4.828
H -3.477 -1.687 -3.263
H -2.245 -2.623 1.166
H -2.525 -3.970 -3.736
H 3.576 -4.502 1.770
H 1.781 1.576 3.680
H 2.495 3.496 -2.234
H 2.135 -1.454 -1.923
H 2.476 -0.042 3.918
H 0.161 5.027 4.230

Atoms 1-2, force components in eV/Å:
Br -0.026 0.073 0.074
Ca 2.892 0.756 -1.401

Computed, not measured: a structure of composition C29H30CdClGeN2PS at a distorted geometry, with ωB97M-V with the def2-TZVPD basis set.

total charge	+1
electronic energy	-127260.409	eV
expectation value of S²	0.76
multiplicity	2
E_HOMO (alpha / beta)	-10.6 / -10.8	eV
energy above the lowest of the compared OMol25 structures with the same formula, charge and spin	90.71	kJ/mol
gap between HOMO and LUMO (alpha / beta)	6.98 / 5.11	eV

Positions of all 66 atoms, in Å:
Cd -12.815 1.015 12.445
Ge -14.038 3.347 13.527
Cl -13.415 -0.716 10.664
S -10.723 2.157 11.599
P -13.230 -0.730 14.398
N -12.177 2.036 9.374
N -11.465 4.137 9.914
C -11.477 -2.634 13.533
C -12.767 3.215 16.171
C -14.474 -1.988 13.920
C -13.582 -0.218 16.044
C -13.973 3.570 15.544
C -10.078 -2.809 15.921
C -11.747 -1.723 14.529
C -12.285 4.676 9.038
C -14.727 4.458 17.700
C -13.015 2.539 8.370
C -10.465 -3.572 13.648
C -13.529 4.105 18.311
C -17.048 2.102 14.810
C -9.701 -3.610 14.822
C -13.156 3.892 8.214
C -11.043 -1.839 15.777
C -16.211 4.590 12.102
C -12.545 3.516 17.541
C -17.493 5.167 11.891
C -15.989 3.700 13.154
C -19.407 2.343 15.375
C -18.173 1.631 15.454
C -12.977 4.965 12.967
C -18.419 3.871 13.753
C -17.156 3.216 13.902
C -11.509 2.819 10.214
C -14.911 4.286 16.313
C -18.558 4.737 12.636
C -19.501 3.466 14.612
H -12.907 5.721 13.775
H -13.317 4.278 19.365
H -14.112 -3.023 13.971
H -9.601 -2.934 16.922
H -11.927 4.701 12.732
H -8.921 -4.329 14.997
H -16.090 1.624 14.986
H -12.297 1.096 9.719
H -13.529 1.726 7.837
H -12.777 0.397 16.541
H -17.557 5.855 11.022
H -10.171 -4.185 12.821
H -14.440 0.458 16.091
H -19.652 4.911 12.383
H -13.334 5.529 12.007
H -13.822 -1.117 16.589
H -12.071 -2.500 12.630
H -15.801 4.744 15.806
H -15.392 4.832 11.458
H -14.668 -1.728 12.889
H -18.147 0.701 15.957
H -15.359 -1.817 14.574
H -13.843 4.317 7.466
H -11.430 -1.269 16.605
H -11.685 3.144 18.038
H -11.916 2.791 15.623
H -20.294 1.938 15.865
H -12.005 5.696 8.732
H -20.500 3.955 14.554
H -15.622 4.827 18.225

Atoms 1-2, force components in eV/Å:
Cd -0.214 -0.877 0.267
Ge -1.397 1.895 1.400